(1)
# C9H21N3OS

A cluster of 3 separate species, C9H21N3OS in total (the ωB97M-V functional and the def2-TZVPD basis, OMol25).

The geometry in XYZ format:
```
35
Properties=species:S:1:pos:R:3
C -2.562 -0.599 2.871
C -1.887 0.283 2.108
C -0.675 -0.019 1.180
C 0.545 0.368 1.838
C 1.808 0.110 0.980
S 2.539 -1.623 1.270
C 3.014 1.109 1.037
C 4.222 0.706 0.156
N -0.780 0.576 -0.115
C -1.721 1.141 -0.775
H -3.163 -0.305 3.595
H -2.401 -1.770 2.792
H -2.119 1.315 2.162
H -0.584 -1.177 0.912
H 0.392 1.406 2.151
H 0.877 -0.215 2.799
H 1.360 0.138 -0.099
H 3.111 -1.358 2.497
H 2.666 2.129 0.671
H 3.246 1.167 2.088
H 4.497 -0.302 0.173
H 5.079 1.302 0.656
H 4.014 1.036 -0.900
H -1.541 1.394 -1.816
H -2.788 1.249 -0.434
C -1.284 -1.749 -2.268
N -0.184 -1.536 -1.658
O 0.990 -1.749 -2.338
H -2.196 -1.633 -1.666
H -1.209 -1.954 -3.324
H 1.622 -1.721 -1.601
N -3.771 0.498 -3.513
H -4.160 0.000 -4.346
H -2.867 0.272 -3.575
H -4.091 1.513 -3.508
```

Kohn-Sham gap in eV: 9.50
Lowest unoccupied orbital energy in eV: 0.8
HOMO energy in eV: -8.73

***

(2)
# C9H21NO2

A cluster of 2 separate species, C9H21NO2 in total (the ωB97M-V functional and the def2-TZVPD basis, OMol25).

The geometry in XYZ format:
```
33
Properties=species:S:1:pos:R:3
C -2.197 -0.922 -0.017
C -0.851 -1.435 0.667
C -0.191 -2.216 -0.446
C 0.569 -1.542 -1.634
C 1.376 -0.342 -1.086
C 0.870 0.362 0.164
N 0.207 -0.538 1.114
O -0.030 -0.011 2.359
C 2.150 1.068 0.777
C -0.122 1.495 -0.237
C -1.291 -2.420 1.790
H -2.093 -0.620 -1.060
H -2.692 -0.253 0.686
H -2.868 -1.736 -0.292
H 0.570 -2.869 -0.018
H -0.851 -3.028 -0.750
H -0.095 -1.275 -2.456
H 1.224 -2.270 -2.112
H 1.457 0.406 -1.875
H 2.429 -0.545 -0.895
H 2.405 2.012 0.295
H 1.921 1.496 1.753
H 3.036 0.457 0.943
H 0.262 2.313 -0.845
H -0.931 1.035 -0.806
H -0.673 1.814 0.648
H -1.914 -2.007 2.584
H -0.429 -2.770 2.359
H -1.709 -3.309 1.317
H -0.788 0.568 2.257
O 0.073 5.716 -1.543
H 0.430 4.970 -2.025
H 0.746 6.393 -1.614
```

Kohn-Sham gap (spin up / spin down) in eV: 2.17 / 8.52
Lowest unoccupied orbital energy (spin up / spin down) in eV: 3.2 / 2.9
Net charge: -1
HOMO energy (spin up / spin down) in eV: 1.00 / -5.59
Spin multiplicity: 2

***

(3)
# C9H21NO3

The molecule C9H21NO3 (the ωB97M-V functional and the def2-TZVPD basis, OMol25).

The geometry in XYZ format:
```
34
Properties=species:S:1:pos:R:3
C -2.689 2.667 1.649
C -1.385 2.264 0.877
O -0.297 2.041 1.768
C -1.665 0.920 0.118
C -1.728 1.160 -1.415
O -0.531 1.673 -1.967
C 0.425 0.636 -2.220
C 1.591 0.843 -1.203
O 2.500 -0.246 -1.116
C 2.287 -1.032 0.062
C 1.157 -2.069 -0.253
C 0.985 -3.154 0.840
N 2.134 -4.108 0.890
H -2.504 3.585 2.236
H -3.009 1.819 2.285
H -3.470 2.847 0.884
H -1.104 3.040 0.134
H -0.262 2.756 2.402
H -0.893 0.199 0.438
H -2.652 0.548 0.454
H -2.103 0.276 -1.978
H -2.497 1.949 -1.578
H 0.819 0.712 -3.255
H -0.075 -0.346 -2.139
H 2.171 1.719 -1.567
H 1.197 1.142 -0.208
H 3.234 -1.562 0.279
H 2.054 -0.415 0.953
H 0.205 -1.504 -0.309
H 1.353 -2.469 -1.265
H 0.760 -2.728 1.835
H 0.082 -3.747 0.548
H 1.963 -4.739 0.110
H 1.946 -4.678 1.714
```

Kohn-Sham gap in eV: 9.90
Lowest unoccupied orbital energy in eV: 0.9
HOMO energy in eV: -9.05

***

We obtain strongest force on any atom values of 6.33, 2.84, 1.41 eV/Å for the records listed above, in that order.
We obtain energy values of -993.000748, -560.614967, -635.932484 a.u. for the records listed above, in that order.
We obtain energy relative to the best compared isomer or geometry (same formula, charge and spin) values of 2.7010, 0.4237, 0.3443 eV for the records listed above, in that order.